[1]
Here is 3 unconnected molecules or ions with the total composition C10H22NO5 from the OMol25 dataset. Energies are from ωB97M-V/def2-TZVPD.

The geometry in XYZ format:
```
38
Properties=species:S:1:pos:R:3:forces:R:3:nbo_charge:R:1
C 2.453421 -3.833326 4.662013 -0.19 0.09 -0.12 -0.653
C 3.505612 -2.755900 4.328050 -0.12 0.08 -0.15 -0.266
N 4.358815 -3.038823 3.227155 0.32 0.12 -0.24 -0.564
O 3.758671 -2.299469 2.055148 -0.14 0.11 -0.13 -0.737
H 1.707194 -3.855354 3.863842 -0.05 -0.10 -0.04 0.187
H 2.925306 -4.815279 4.704149 0.05 -0.05 0.09 0.186
H 1.933425 -3.623194 5.607273 -0.03 -0.05 0.09 0.155
H 4.114598 -2.583090 5.235809 0.03 -0.07 0.08 0.127
H 2.946232 -1.827240 4.123936 0.04 0.19 0.21 0.141
H 3.230333 -2.950803 1.584124 0.09 -0.21 0.18 0.438
O 1.246496 -3.144004 0.327893 -0.25 -0.17 -0.23 -0.589
C 1.132255 -1.958773 0.469379 0.23 0.20 0.24 0.819
O 0.193884 -1.498560 1.327465 -0.01 -0.11 -0.11 -0.512
C 0.155806 -0.134338 1.749306 0.03 0.13 0.04 -0.076
C -0.609379 0.749308 0.784787 0.05 -0.21 0.02 -0.629
C 1.977600 -0.977959 -0.311876 0.08 -0.02 0.11 -0.740
H 1.166277 0.231526 1.933288 0.02 -0.04 0.00 0.188
H -0.345614 -0.168641 2.715793 -0.01 -0.01 0.00 0.189
H -0.127873 0.787628 -0.191291 0.01 0.05 0.00 0.206
H -0.681370 1.768084 1.162260 0.01 0.01 0.02 0.218
H -1.618740 0.364085 0.638883 -0.03 0.03 0.01 0.208
H 1.482212 -0.774640 -1.262705 -0.04 0.00 -0.01 0.217
H 2.933791 -1.457810 -0.499359 -0.01 -0.03 0.01 0.262
H 2.160542 -0.038452 0.200811 -0.03 -0.02 0.00 0.223
O -1.741902 3.021630 -0.939760 -0.08 0.17 -0.08 -0.561
C -2.334129 3.021212 -1.981378 0.13 -0.08 -0.07 0.796
O -2.763723 1.835414 -2.470796 -0.07 0.05 0.09 -0.504
C -3.618223 1.727838 -3.610902 -0.02 -0.01 -0.08 -0.068
C -2.841095 1.715450 -4.910561 0.08 0.03 0.04 -0.636
C -2.543375 4.282349 -2.792475 -0.18 -0.02 0.10 -0.743
H -4.378893 2.509868 -3.596343 0.01 0.01 0.00 0.169
H -4.133810 0.779339 -3.470836 0.01 -0.01 0.01 0.200
H -2.307110 2.652582 -5.068857 -0.03 0.02 -0.01 0.205
H -3.516863 1.560025 -5.752169 -0.01 -0.01 0.00 0.215
H -2.108198 0.909546 -4.898288 -0.01 -0.02 -0.01 0.225
H -1.672599 4.425862 -3.431771 0.01 -0.01 -0.02 0.243
H -2.603629 5.116380 -2.099460 0.09 0.00 0.03 0.246
H -3.435943 4.277525 -3.412534 0.04 -0.03 -0.04 0.215
```
Positions in Å, forces in eV/Å.

The frontier orbital gap is 2.8 eV. As for the net charge: -1. The energy relative to the best compared isomer or geometry (same formula, charge and spin) comes out at 288.4 kJ/mol. The multiplicity is 1. Its LUMO energy is 1.9 eV.

---

[2]
Here is 2 unconnected molecules or ions with the total composition C10H22OP in a non-equilibrium geometry from the OMol25 dataset. Energies are from ωB97M-V/def2-TZVPD.

The geometry in XYZ format:
```
34
Properties=species:S:1:pos:R:3:forces:R:3:nbo_charge:R:1
C -2.972942 1.036256 0.927793 1.75 -0.99 -0.55 -0.419
C -3.375162 1.125637 -0.575805 0.99 1.31 0.93 -0.432
C -1.399643 1.099041 0.942350 -0.55 0.44 1.23 -0.078
C -2.084886 0.825640 -1.340118 -2.75 -0.64 -1.09 -0.087
C 4.056068 0.938153 -0.361495 -0.20 0.68 0.24 -0.595
C -0.362125 -3.831642 0.568803 -0.25 0.76 1.12 -0.602
C 3.237397 2.150745 0.161298 0.77 -0.79 2.80 -0.489
C -0.514710 -2.691437 -0.431903 -0.18 -0.72 1.76 -0.422
C 1.705323 1.950776 0.404423 1.73 -1.95 -0.05 -0.262
C 0.660961 -1.788327 -0.329101 1.55 2.57 -1.25 -0.745
O -1.161252 0.496584 -0.338590 2.93 -1.77 -0.47 -0.570
P 0.469000 -0.079809 -1.178116 0.37 0.38 1.16 0.795
H -3.426805 1.865731 1.418555 -0.36 0.06 1.06 0.249
H -3.063950 0.002994 1.381189 -1.13 1.40 -0.49 0.226
H -4.148934 0.442813 -0.785754 -0.92 -0.71 -0.39 0.238
H -3.698200 2.155540 -0.817487 -0.06 -0.61 0.21 0.228
H -0.853275 2.099842 0.917967 -1.05 -1.28 0.50 0.212
H -1.083490 0.370456 1.789845 0.19 1.50 -1.68 0.231
H -2.253849 -0.090426 -1.963575 0.61 0.97 0.29 0.229
H -1.809179 1.700474 -1.924125 0.55 -0.20 -0.10 0.213
H 4.116494 0.892404 -1.460454 -0.27 -0.28 0.49 0.222
H 5.076866 0.925680 0.071549 -0.62 0.09 -0.43 0.230
H 3.485103 0.161326 0.117710 0.25 -1.18 -0.43 0.197
H -1.319065 -4.360685 0.626474 0.75 -0.84 -0.34 0.231
H 0.599418 -4.323962 0.508248 -0.27 -1.04 -0.74 0.222
H -0.248997 -3.439255 1.583022 -0.30 0.54 0.07 0.203
H 3.876124 2.354698 1.148845 -2.15 -0.22 -1.31 0.247
H 3.403471 3.043909 -0.367676 -0.06 1.01 -1.07 0.221
H -0.579484 -3.096080 -1.420881 -0.21 -0.02 -0.67 0.223
H -1.443196 -2.235149 -0.142274 -0.54 0.61 -0.27 0.196
H 1.294026 1.338524 1.255125 0.76 1.02 -0.88 0.201
H 1.144919 2.762734 0.001441 -0.78 0.28 -0.02 0.189
H 1.244707 -1.549723 0.564411 -0.90 -0.66 0.69 0.241
H 1.429282 -2.253454 -0.951689 0.33 0.26 -0.33 0.257
```
Positions in Å, forces in eV/Å.

The frontier orbital gap (alpha / beta) is 8.2 / 7.4 eV. As for the net charge: +1. The energy relative to the best compared isomer or geometry (same formula, charge and spin) comes out at 222.7 kJ/mol. The multiplicity is 1. Its LUMO energy (alpha / beta) is -4.0 / -4.6 eV.